Record 1
This record from the OMol25 dataset describes a cluster of 6 separate species, C26H58Cl2N6O8P2 in total. The level of theory is wB97M-V/def2-TZVPD.

Summary:
E_tot (eV): -96846.79438
F_max (hartree/bohr): 0.097
Multiplicity: 2
Net charge: -1
Highest occupied orbital energy (spin up / spin down) (eV): 0.22 / -6.60
Expectation value of S²: 0.751
LUMO (spin up / spin down) (eV): 2.1 / 2.1

Positions of all 102 atoms, in Å:
H: 5.40 0.15 -3.80
H: 2.51 2.32 -4.98
C: 5.36 0.63 2.88
H: -7.04 -0.38 -1.11
H: -3.29 -3.28 4.26
C: 5.05 0.81 4.41
H: 0.57 -2.32 3.75
C: 1.81 1.52 -5.25
H: -6.91 0.99 -2.33
C: -0.04 0.44 3.62
H: -3.04 0.67 5.13
N: -1.12 0.12 4.47
H: 0.43 -0.66 7.90
H: -4.94 -0.54 -5.89
H: -0.31 0.10 2.62
C: -4.14 0.20 -5.76
C: -2.64 -2.97 3.45
O: -2.95 -1.12 -3.21
H: -2.62 1.19 3.48
H: -2.30 2.97 -1.65
H: 3.08 0.11 0.18
N: 0.10 -1.70 6.13
H: -4.22 0.99 -6.50
H: -2.57 2.38 -3.34
C: 0.66 -3.01 6.47
O: 0.45 3.21 -6.54
H: -5.15 2.52 -5.26
H: -2.04 2.09 4.89
C: -2.42 2.10 -2.30
H: -6.47 -1.30 -4.24
H: 0.35 0.40 6.58
C: -6.39 0.27 -1.70
C: -0.22 0.38 -4.75
H: 0.83 -0.14 3.95
C: 5.40 1.41 -1.18
H: -0.17 -0.53 -5.35
H: -1.44 1.64 -2.38
H: 4.62 -1.01 1.63
O: 5.64 1.49 5.24
C: 1.16 0.72 -4.16
H: 7.06 -0.94 -2.45
C: 4.82 -0.77 2.68
H: 6.40 0.72 2.57
H: -7.01 -2.06 -2.71
H: 2.52 0.89 -1.26
N: -5.47 -0.64 -2.44
C: -6.16 -1.64 -3.25
C: 0.89 -0.30 -0.24
C: 0.56 2.21 -5.85
H: -3.05 1.54 0.22
C: 5.43 1.83 -2.58
P: -3.90 -0.04 -2.98
H: 3.27 -1.73 3.75
H: 1.68 -0.23 -4.01
N: -1.38 -2.55 4.02
H: 1.83 -0.58 6.77
H: 4.41 1.83 -2.98
O: 4.09 0.04 4.75
H: 2.36 0.97 -6.02
H: 0.10 1.52 3.66
H: 8.04 0.49 -2.07
H: 0.60 -3.61 5.55
C: 2.40 -0.01 -0.67
C: -3.14 0.70 -0.46
H: -5.44 -2.44 -3.43
H: -4.02 0.20 -0.07
C: 0.74 -0.58 6.86
C: 3.64 -0.71 3.61
H: -4.96 2.49 -3.42
H: 1.66 -2.81 6.83
H: 0.10 -3.45 7.30
C: 6.18 0.79 -3.38
C: 7.02 0.13 -2.25
P: -1.39 -1.39 5.29
Cl: 3.04 -1.42 -1.59
O: -0.58 1.53 -5.50
H: -5.89 0.93 -1.00
H: -0.11 -3.96 3.33
H: -6.25 1.54 -4.25
H: 0.37 -0.71 -1.11
H: 0.79 -1.04 0.55
O: -2.58 -1.43 6.21
O: 4.84 1.90 -0.18
C: -2.26 1.10 4.51
H: -0.30 -2.56 2.24
H: -0.99 0.09 -4.04
H: 6.83 1.21 -4.14
H: 1.11 1.23 -3.20
Cl: 0.05 1.21 0.30
H: -2.51 -3.85 2.81
N: -3.41 1.15 -1.82
H: 5.83 2.83 -2.41
H: 2.77 -0.20 3.21
N: -4.31 0.83 -4.45
H: -3.09 -2.17 2.87
O: 6.25 0.37 -1.04
H: 5.61 -1.46 2.97
C: -0.23 -2.88 3.27
H: 4.90 1.36 2.22
H: -3.23 -0.39 -5.86
C: -5.25 1.96 -4.33
H: -2.26 0.07 -0.31

***

Record 2
This record from the OMol25 dataset describes a cluster of 6 separate species, C12H36O6 in total. The level of theory is wB97M-V/def2-TZVPD.

Summary:
E_tot (eV): -25309.30414
F_max (hartree/bohr): 0.056
Highest occupied orbital energy (eV): -9.94
Relative energy (zero: lowest compared OMol25 entry of this formula, charge and spin) (kJ/mol): 376.0
LUMO (eV): 0.3

Positions of all 54 atoms, in Å:
H: -2.47 2.48 -3.85
H: -3.37 4.17 2.19
C: 5.05 -5.00 -0.64
H: 5.00 -5.61 0.26
H: -0.58 1.17 1.67
H: 1.34 0.77 0.55
H: -1.40 -0.45 1.44
H: -3.39 1.79 4.13
H: 3.00 3.23 0.51
C: -3.56 3.11 2.35
O: -4.92 2.98 2.34
C: 3.89 -4.17 -1.08
H: -2.42 0.07 -3.51
C: -0.47 0.09 1.66
H: 4.19 -3.67 -2.00
H: -3.18 3.48 4.51
H: -5.22 3.61 1.68
H: -2.48 2.72 -2.12
H: -3.91 1.98 -2.96
O: -1.02 -2.91 -0.82
C: -1.97 -3.96 -2.70
O: 6.19 -4.17 -0.62
C: 2.16 4.39 1.75
O: 2.25 3.83 0.46
H: 2.95 -4.72 -1.06
H: -0.15 -0.41 2.57
H: -0.32 -2.35 -0.47
H: 5.39 -5.76 -1.35
H: 0.17 -3.85 -2.10
H: 3.09 4.67 2.25
H: 1.59 5.31 1.90
H: -2.09 -3.75 -3.76
C: 0.57 0.00 0.53
H: 0.57 2.99 2.13
H: 1.07 3.92 3.54
H: 0.02 0.13 -0.41
H: 6.41 -4.07 -1.55
C: -3.01 2.73 3.74
H: -2.92 -3.75 -2.21
H: -0.56 -2.33 -2.75
C: -2.11 0.77 -2.73
H: -1.83 -5.04 -2.75
H: -3.02 2.61 1.54
H: 3.79 -3.34 -0.38
H: 1.89 2.49 3.00
O: 1.05 -1.27 0.39
O: -0.74 1.01 -2.86
H: -0.24 0.25 -2.56
C: -2.82 2.05 -2.91
H: 1.99 -1.26 0.58
C: -0.71 -3.21 -2.13
H: -1.92 2.66 3.72
C: 1.43 3.41 2.65
H: -2.24 0.21 -1.80

***

Record 3
This record from the OMol25 dataset describes a structure of composition C6H4ClO3S. The level of theory is wB97M-V/def2-TZVPD.

Summary:
E_tot (eV): -35787.99674
F_max (hartree/bohr): 0.065
Net charge: -1
Highest occupied orbital energy (eV): -3.62
Relative energy (zero: lowest compared OMol25 entry of this formula, charge and spin) (kJ/mol): 107.5
LUMO (eV): 3.1

Positions of all 15 atoms, in Å:
O: -2.87 0.37 -1.86
C: -2.18 -0.29 0.55
H: -3.48 -1.66 1.33
O: -3.99 -1.35 -0.87
Cl: -2.79 1.37 0.97
C: -0.76 -0.17 0.36
C: 1.28 0.58 -0.21
H: 2.13 1.35 -0.31
H: -0.57 1.76 -0.34
S: 0.23 -1.56 0.73
C: -0.09 0.84 -0.17
O: -2.57 -1.22 1.53
C: 1.61 -0.65 0.33
C: -3.22 -0.46 -1.07
H: 2.61 -1.02 0.34

***

Record 4
This record from the OMol25 dataset describes a structure of composition HN2O2. The level of theory is wB97M-V/def2-TZVPD.

Summary:
E_tot (eV): -7086.20233
F_max (hartree/bohr): 0.124
Net charge: -1
Highest occupied orbital energy (eV): -3.63
Relative energy (zero: lowest compared OMol25 entry of this formula, charge and spin) (kJ/mol): 297.6
LUMO (eV): 5.3

Positions of all 5 atoms, in Å:
N: 0.96 0.76 0.04
O: -1.41 -0.40 -0.50
O: -0.47 0.95 -0.21
H: -0.04 -0.92 0.21
N: 0.97 -0.40 0.46

***

Record 5
This record from the OMol25 dataset describes a structure of composition C19H33LaN5O6PS6Te. The level of theory is wB97M-V/def2-TZVPD.

Summary:
E_tot (eV): -122430.71718
F_max (hartree/bohr): 0.057
Highest occupied orbital energy (eV): -5.73
Relative energy (zero: lowest compared OMol25 entry of this formula, charge and spin) (kJ/mol): 156.4
LUMO (eV): -1.1

Positions of all 72 atoms, in Å:
C: -2.88 -6.43 -0.64
C: 3.26 5.66 -0.52
H: 4.87 6.38 -1.91
N: 0.93 2.81 0.66
O: 1.35 4.84 2.15
H: 0.78 -4.82 3.62
H: 1.87 -6.92 4.04
C: -0.40 0.79 3.56
C: -0.65 1.40 -2.85
H: 1.65 0.69 5.47
S: 1.04 4.53 0.75
H: -2.73 -0.20 -2.88
La: 0.34 -0.67 0.04
H: -0.85 -0.69 4.90
H: -4.40 2.29 -2.65
S: 3.58 -1.53 0.10
H: -3.65 0.38 -1.53
C: 4.51 4.22 -2.05
C: -2.19 3.59 -2.13
O: -0.08 -2.91 0.93
H: 1.60 -7.56 2.28
H: -1.49 1.78 -4.93
H: -1.09 2.81 -0.47
C: -1.24 2.30 -3.98
H: 0.26 1.75 -2.40
H: 2.22 -5.13 2.47
C: 1.24 -6.88 3.12
N: -1.64 1.18 -1.74
H: -1.31 4.25 -2.20
S: -1.47 0.31 2.21
H: -3.95 1.43 -4.12
Te: -2.37 -4.72 2.64
C: 1.24 -5.42 2.80
C: -1.94 2.49 -1.09
P: -0.70 -4.32 1.11
H: 0.23 -7.23 3.40
S: 1.35 -2.94 -1.76
C: 2.72 3.31 -0.83
H: -3.22 -6.12 -1.65
C: 4.30 5.52 -1.50
H: -2.81 2.39 -0.36
H: 3.97 2.09 -2.05
H: -3.04 4.26 -1.83
H: 0.54 -0.13 6.63
N: -2.48 2.96 -3.49
H: -2.82 3.60 -4.23
N: -0.17 0.06 4.64
H: 5.28 4.19 -2.80
H: 0.28 1.58 6.07
H: -3.36 -5.76 0.08
C: -2.92 0.71 -2.29
C: -3.54 1.85 -3.17
H: 0.91 2.29 4.06
S: 3.18 -1.79 -1.78
H: -0.58 3.14 -4.32
N: 0.43 1.81 3.34
H: -0.93 -6.87 0.42
O: -0.15 5.09 0.08
C: -1.38 -6.39 -0.46
O: 1.76 1.12 -0.63
H: -0.91 -6.60 -1.40
O: -1.03 -4.96 -0.29
S: -0.21 -1.88 -2.44
C: 1.79 2.35 -0.25
H: -3.26 -7.46 -0.52
C: 0.61 0.59 5.79
H: 0.42 2.27 2.41
C: 3.78 3.09 -1.72
H: 3.11 6.59 0.00
C: 2.45 4.56 -0.36
H: -0.43 0.37 -3.20
O: 0.41 -5.32 1.61

***

Record 6
This record from the OMol25 dataset describes a structure of composition C29H28IrN4O3S. The level of theory is wB97M-V/def2-TZVPD.

Summary:
E_tot (eV): -56288.90238
F_max (hartree/bohr): 0.044
Multiplicity: 2
Net charge: +2
Highest occupied orbital energy (spin up / spin down) (eV): -13.77 / -13.76
Expectation value of S²: 0.853
Relative energy (zero: lowest compared OMol25 entry of this formula, charge and spin) (kJ/mol): 53.8
LUMO (spin up / spin down) (eV): -7.4 / -9.1

Positions of all 66 atoms, in Å:
C: 0.10 -4.56 0.64
Ir: 0.04 -0.28 -0.08
H: 5.33 6.50 -0.44
N: 0.10 -2.91 2.36
H: 0.73 -3.78 4.51
H: -1.27 0.76 6.15
C: 4.78 2.02 0.35
C: -1.36 -3.76 5.01
C: 2.65 0.99 -0.10
H: 0.16 -8.22 -0.57
H: -3.88 -1.17 0.21
H: 0.06 -6.38 -2.22
C: -1.83 3.41 -0.86
C: 4.00 0.90 0.27
C: 5.13 4.42 0.01
H: -3.40 4.79 -1.26
C: -1.34 -0.14 5.55
C: 0.03 -3.13 5.02
C: 0.03 -1.77 3.02
H: 0.19 -5.39 2.63
O: -2.12 -0.21 -0.37
C: 0.07 -4.85 -0.73
C: 0.14 -7.20 -0.24
H: 0.62 -0.85 6.09
C: -1.48 2.07 -0.63
H: -2.07 -3.14 5.55
H: -2.54 -2.20 -0.32
H: 4.40 -0.08 0.47
S: -0.19 -0.14 2.37
H: -1.71 -3.89 3.99
N: 0.74 2.54 -0.42
N: -0.18 1.64 -0.48
H: 6.16 4.29 0.30
H: -5.18 3.07 -1.16
H: 0.37 -2.98 6.05
C: 2.92 3.47 -0.32
C: 2.47 4.72 -0.75
H: 0.04 -4.04 -1.44
H: 5.83 1.91 0.62
C: -4.14 2.79 -1.03
H: -4.61 0.71 -0.83
C: -3.08 -1.28 -0.52
H: 1.44 4.83 -1.07
H: -1.04 4.14 -0.88
C: 4.66 5.66 -0.41
H: -1.32 -4.74 5.48
H: 2.98 6.76 -1.15
C: 4.28 3.31 0.03
H: -1.87 -0.89 6.14
H: 0.60 0.18 4.66
H: -1.92 0.08 4.66
C: 0.05 -3.15 1.07
H: -3.47 -1.29 -1.53
C: 2.03 2.33 -0.29
C: 0.18 -6.91 1.12
O: -0.09 -2.28 0.15
C: -3.14 3.76 -1.06
C: 3.34 5.80 -0.80
O: 1.99 -0.09 -0.29
C: -3.82 1.45 -0.82
C: 0.16 -5.60 1.57
N: 0.08 -1.82 4.35
C: 0.09 -6.16 -1.16
C: 0.07 -0.62 5.18
H: 0.23 -7.72 1.84
C: -2.51 1.09 -0.62

***

What did the fourth record say?
This record from the OMol25 dataset describes a structure of composition HN2O2. The level of theory is wB97M-V/def2-TZVPD.

Summary:
E_tot (eV): -7086.20233
F_max (hartree/bohr): 0.124
Net charge: -1
Highest occupied orbital energy (eV): -3.63
Relative energy (zero: lowest compared OMol25 entry of this formula, charge and spin) (kJ/mol): 297.6
LUMO (eV): 5.3

Positions of all 5 atoms, in Å:
N: 0.96 0.76 0.04
O: -1.41 -0.40 -0.50
O: -0.47 0.95 -0.21
H: -0.04 -0.92 0.21
N: 0.97 -0.40 0.46